# 1
The following is a quantum chemistry calculation of a 3-piece molecular cluster, C4H11NO3 overall in a non-equilibrium geometry, from OMol25.

XYZ file:
```
19
Properties=species:S:1:pos:R:3:mulliken_spin:R:1
H -0.6644 2.5555 0.6930 -0.001
H 1.7239 1.1643 1.6688 0.002
H 0.7537 2.4260 -0.1891 -0.001
H -1.4241 0.3686 -0.3004 -0.002
C -0.6690 1.0634 -0.7597 0.000
H 0.0848 -1.7699 -1.5837 0.000
C 0.6498 0.8242 1.3734 0.018
N 0.7429 -0.5419 0.6865 0.136
C -0.2712 -1.6244 0.8288 -0.069
O 0.7127 -1.5330 -2.3125 0.028
H -2.0316 -0.2926 -0.2325 -0.002
C 0.0302 1.8165 0.3238 0.004
O -0.0727 -2.5740 0.0026 0.613
H 0.0053 0.6723 2.2706 -0.006
H 1.5351 -1.1298 0.8105 -0.013
O -1.2776 -1.4796 1.6072 0.294
H 1.4874 -2.0767 -2.3059 -0.002
H 0.0198 0.3700 -1.2794 -0.002
H -1.3348 1.7611 -1.3019 0.000
```

Calculated values
<S²>: 0.760
Total charge: +1
HOMO-LUMO gap (alpha / beta): 0.272 / 0.230 hartree
2S+1: 2

=====

# 2
The following is a quantum chemistry calculation of C4H6N2O in the gas phase in a non-equilibrium geometry, from OMol25.

XYZ file:
```
13
Properties=species:S:1:pos:R:3:lowdin_charge:R:1
H -0.5149 2.0594 -0.0712 0.127
O -0.5495 -1.5428 1.9369 0.107
H -0.2847 0.9604 2.0941 0.141
H -0.7990 -2.4023 1.5692 0.125
C -0.2396 -0.7227 0.9213 -0.397
C 0.2822 1.3162 0.0372 -0.127
N 0.5773 0.6486 -2.2104 0.098
H -0.3048 -1.9283 -0.9048 0.105
H 1.2411 1.8155 -0.2517 0.133
N 0.1361 0.5501 1.2730 0.063
C -0.1964 -0.9675 -0.4203 0.013
C 0.2084 0.2712 -1.0494 -0.422
H 0.4440 -0.0578 -2.9238 0.035
```

Calculated values
HOMO-LUMO gap: 0.317 hartree
SMILES: [H]/N=C1\C=C(O)NC1

=====

# 3
The following is a quantum chemistry calculation of C25H21ClN4O4S in the gas phase in a non-equilibrium geometry, from OMol25.

XYZ file:
```
56
Properties=species:S:1:pos:R:3:lowdin_charge:R:1
H -1.0015 2.0451 -2.2992 0.135
H -0.1871 -2.8128 0.8760 0.125
H 2.7108 1.0518 4.3705 0.109
N -1.0588 -3.2182 -1.7614 0.149
H 1.6943 3.4924 -2.4253 0.118
C 0.5966 3.5106 -2.3801 -0.184
O 2.8351 1.4286 -1.9000 -0.288
C 2.4082 0.2653 3.6943 -0.057
H 1.7121 3.7845 -0.0492 0.131
S 2.0091 0.8939 -0.8549 0.645
H 0.3495 0.8994 3.5438 0.110
C 0.4345 -1.3170 -1.4785 -0.002
H -5.1764 2.2402 0.7845 0.104
N 1.6407 -1.7467 1.9474 0.127
C -2.1647 -2.9377 -0.9941 -0.411
C -4.0189 -0.6326 -0.5638 -0.010
C 3.3232 -0.6769 3.2532 -0.053
H 1.1883 -4.5895 -1.8916 0.119
H -4.2766 -1.3790 -1.2990 0.110
H 3.5533 -2.4278 2.0155 0.105
H 0.1969 3.9659 -3.2878 0.130
C 1.1037 0.1900 3.2432 -0.019
C -2.8491 -0.8033 0.2010 -0.086
H 3.4641 -3.7061 -1.5268 0.111
H -1.1665 -4.0421 -2.3420 0.161
C -1.9588 -1.9015 0.0605 -0.075
C 0.6120 3.8142 -0.0720 -0.174
C 0.0760 2.4017 0.1625 -0.167
C 1.3355 -3.5345 -1.7136 0.000
O 2.4732 0.9833 0.4963 -0.280
C 0.0912 2.0722 -2.2262 -0.167
H 0.5308 1.4385 -2.9962 0.123
C 2.7911 -1.6989 -1.2279 -0.651
N 0.4593 1.5261 -0.9311 -0.230
H -1.0167 2.4135 0.2133 0.121
C -4.5153 1.4002 0.6303 -0.074
H -3.1112 1.9955 2.1337 0.114
Cl 4.3314 -1.0566 -0.8718 0.784
C 2.8802 -1.6649 2.3863 -0.148
H 4.3551 -0.6445 3.5655 0.104
N -1.3673 0.1372 1.8828 0.179
C 2.6113 -3.0477 -1.5052 -0.074
C -0.8679 -1.9776 0.8879 0.047
H 0.4812 1.9770 1.0789 0.100
H -5.7366 0.5640 -0.9289 0.105
C 0.2297 -2.6859 -1.6612 -0.241
O 0.1648 4.3221 -1.3103 -0.122
H -0.3896 -0.6238 -1.4962 0.120
C -0.5641 -0.8886 1.7362 -0.193
C 1.7032 -0.8400 -1.2353 -0.259
O -3.2033 -3.5273 -1.1918 0.094
C -4.8345 0.4448 -0.3475 -0.070
C 0.7643 -0.8295 2.3563 -0.235
C -2.5124 0.1764 1.1801 -0.218
C -3.3790 1.2726 1.3790 -0.022
H 0.2455 4.5039 0.6897 0.131
```

Calculated values
HOMO-LUMO gap: 0.302 hartree
SMILES: O=C(Nc1ccc(Cl)c(S(=O)(=O)N2CCOCC2)c1)c1cc(-c2ccccn2)nc2ccccc12

=====

# 4
The following is a quantum chemistry calculation of C33H41N5P2Pt as an isolated structure in a non-equilibrium geometry, from OMol25.

XYZ file:
```
82
Properties=species:S:1:pos:R:3:lowdin_charge:R:1
H -3.1736 -1.6910 -4.0498 0.100
H -3.3051 0.9400 0.4295 0.077
P 0.1512 1.9683 -0.1997 0.786
P -0.7383 0.1982 1.4804 0.811
H 0.4064 -6.1086 -0.3381 0.099
C -0.0933 -2.1210 2.8260 -0.115
H 1.9198 0.1007 -1.5434 0.066
C -0.4356 5.5970 -1.9624 -0.048
C 2.3651 -1.1787 3.7215 -0.051
H -5.8784 0.4789 3.8117 0.120
C 4.6792 1.9248 -0.8269 -0.042
H -1.7353 -2.6080 -3.6235 0.090
N 0.7601 -2.7313 -0.2166 -0.052
C -1.7714 5.8349 -1.6756 -0.041
C 0.3193 -0.8262 2.5046 -0.360
H -0.8066 -4.9091 -0.7246 0.076
H 0.3822 -3.9223 3.8778 0.118
H -2.6080 -1.6692 -2.3890 0.070
C -4.8954 0.4022 3.3664 -0.043
C 0.7112 -2.9264 3.6115 -0.070
H 0.1316 6.3105 -2.5447 0.119
H 2.3705 -3.5358 -2.2517 0.088
C -3.4488 0.6749 1.4723 -0.110
H 0.4490 2.0337 -3.1613 0.094
H 5.7533 1.9075 -0.9556 0.120
C -2.2800 -1.6821 -3.4272 0.000
C 1.6627 -4.3125 -1.9459 -0.041
H -0.6476 3.4670 2.6143 0.091
C 1.9384 -2.4529 4.0635 -0.053
C -1.8998 3.7550 -0.4843 -0.082
C 2.7052 3.0284 -0.0125 -0.091
H -1.7750 -0.3321 -5.7883 0.179
H -2.4768 3.0259 0.0739 0.087
C 1.9198 1.9784 -0.5017 -0.346
H 2.1349 -4.0716 1.4670 0.070
N -1.3232 0.0295 -4.9630 0.129
C 4.0807 2.9932 -0.1710 -0.044
H -1.0510 -2.4929 2.4806 0.115
N -0.1327 1.7791 1.4523 -0.450
H 4.3774 0.0599 -1.8400 0.115
H 2.5627 -3.0812 4.6849 0.119
H 0.2177 -2.2308 -2.1188 0.075
H 0.8208 -4.3191 -2.6435 0.075
C -3.8315 -0.0732 4.1187 -0.046
N -0.7430 0.2534 -2.8777 -0.090
H -3.5473 5.0998 -0.7171 0.118
C -1.4485 -0.4845 -3.7286 -0.370
C 1.2228 -4.1176 -0.4926 -0.624
C 3.9064 0.8851 -1.3221 -0.054
H 2.2478 3.8757 0.4842 0.110
H 3.2570 -3.7002 0.1441 0.092
C 0.1814 4.4438 -1.4992 -0.083
C 0.0986 -5.0831 -0.1348 -0.029
C 1.5565 -0.3620 2.9419 -0.075
H -2.2468 6.7391 -2.0317 0.120
C -0.5471 3.5209 -0.7475 -0.338
H -0.2743 1.7237 -5.7825 0.132
C -0.1653 1.2745 -3.6133 -0.114
C 0.1205 2.6954 2.5646 -0.080
H 1.8969 0.6320 2.6786 0.098
H -0.1556 -4.9994 0.9227 0.084
H 3.3211 -0.8136 4.0717 0.116
C 2.5298 0.9074 -1.1549 -0.107
H 1.5648 -2.1117 -0.2417 0.103
C -0.5155 1.1408 -4.9120 -0.036
H 1.0990 3.1635 2.4592 0.080
C 2.4096 -4.3234 0.4419 -0.025
Pt -0.6581 0.0011 -0.7541 0.818
H 1.2231 4.2704 -1.7346 0.103
N -0.1721 -2.2249 -1.1738 -0.076
H 4.6866 3.8037 0.2109 0.121
C -4.7056 0.7744 2.0406 -0.057
H -1.7451 -0.5410 4.1532 0.108
H -5.5391 1.1339 1.4524 0.116
H 2.7362 -5.3621 0.4138 0.100
C -2.3704 0.2018 2.2261 -0.335
H -3.9820 -0.3620 5.1500 0.119
H 2.1656 -5.2724 -2.0575 0.099
C -2.5687 -0.1781 3.5542 -0.069
C -2.5044 4.9138 -0.9358 -0.050
H -0.9610 -2.8648 -1.1948 0.079
H 0.1146 2.1346 3.4981 0.089
```

Calculated values
Total charge: +2
HOMO-LUMO gap: 0.314 hartree

=====

The ΔE to the lowest compared entry with this formula, charge and spin results, record by record, are as follows: 6.405, 1.308, 0.531, 0.519 eV.